9
Properties=species:S:1:pos:R:3:forces:R:3 method="wB97M-V/def2-TZVPD" relative_energy_ev=0.000 fmax_ha_per_bohr=0.0433 energy_ha=-1064.39844 lumo_ha="-0.0415 / -0.0044" gap_ha="0.2321 / 0.2330" homo_ev="-7.446 / -6.460"
O 1.65973 -1.30213 0.00146 1.60 -0.21 0.36
C 0.81276 -0.36975 0.09941 -0.79 0.61 -1.54
O -0.47597 -0.75852 0.01417 0.47 -0.37 0.45
O 1.11424 0.83820 0.07793 0.79 0.07 0.46
Sc 3.58053 -0.15916 -0.16565 -2.19 -0.34 0.22
C -1.47335 0.25327 -0.00269 -0.15 0.42 0.06
H -1.35632 0.90098 -0.88110 0.00 -0.14 0.24
H -2.43460 -0.26812 -0.05112 0.28 0.09 0.02
H -1.42703 0.86523 0.90761 -0.01 -0.13 -0.26